# 1
The following is a DFT calculation (the ωB97M-V functional and the def2-TZVPD basis) of a molecular structure, C34H25N4O2PdS.

Each line ends with the Löwdin spin population.
Positions of all 67 atoms, in Å:
Pd  0.1899  0.1211  0.1117  1.3484
O  -7.0630  -2.3652  1.2741  0.0000
N  -5.9795  -2.4463  1.8136  0.0002
O  -5.7845  -3.0540  2.8466  -0.0001
C  -4.8513  -1.7483  1.1754  0.0001
C  -5.1441  -1.0967  0.0214  0.0008
C  -4.1598  -0.3801  -0.7024  -0.0003
C  -4.4451  0.2930  -1.9056  0.0018
C  -3.4439  0.9773  -2.5400  0.0000
C  -2.1722  1.0062  -1.9574  0.0069
N  -1.8817  0.3816  -0.8331  0.0141
C  -2.8458  -0.3254  -0.2106  0.0037
C  -2.5113  -1.0563  0.9888  0.0096
N  -1.2189  -1.0668  1.3695  0.1072
C  -0.8337  -1.7633  2.4195  0.0075
C  -1.7470  -2.4563  3.2073  0.0038
C  -3.0773  -2.4438  2.8657  -0.0032
C  -3.5068  -1.7651  1.7057  0.0038
H  -6.1623  -1.1258  -0.3383  0.0000
H  -5.4498  0.2645  -2.3077  0.0001
H  -3.6166  1.5040  -3.4678  0.0000
H  -1.3653  1.5650  -2.4153  0.0021
H  0.2290  -1.7631  2.6297  0.0019
H  -1.4063  -3.0009  4.0762  0.0007
H  -3.7943  -2.9578  3.4796  -0.0002
N  0.4676  -1.5822  -1.2461  0.1318
S  -0.1593  -3.0262  -0.9366  0.0184
C  1.2406  -4.1098  -0.6291  0.0001
C  2.2039  -4.2764  -1.6143  0.0004
C  3.3468  -4.9978  -1.3157  0.0001
C  3.5118  -5.5456  -0.0488  0.0000
C  2.5346  -5.3851  0.9213  0.0002
C  1.3875  -4.6584  0.6341  -0.0001
C  -0.7173  -3.6842  -2.5375  0.0116
C  -1.0160  -5.0321  -2.6674  0.0017
C  -1.4470  -5.5060  -3.8966  0.0009
C  -1.5838  -4.6358  -4.9695  -0.0004
C  -1.3044  -3.2852  -4.8176  0.0002
C  -0.8731  -2.7997  -3.5905  0.0005
H  1.4071  -1.6652  -1.6226  0.0046
H  2.0652  -3.8520  -2.6021  0.0001
H  4.1054  -5.1345  -2.0743  0.0000
H  4.4103  -6.1032  0.1800  0.0000
H  2.6638  -5.8225  1.9019  0.0000
H  0.6206  -4.5132  1.3856  0.0000
H  -0.8980  -5.7040  -1.8253  0.0001
H  -1.6772  -6.5560  -4.0176  0.0002
H  -1.9095  -5.0120  -5.9303  0.0000
H  -1.4196  -2.6078  -5.6533  0.0000
H  -0.6423  -1.7537  -3.4432  0.0001
C  5.5106  -0.8639  -0.9794  0.0008
C  4.3644  -0.4349  -1.6785  0.0005
C  3.2303  -0.1000  -0.9933  0.0205
C  3.1741  -0.1976  0.4214  0.0353
C  1.9840  0.0766  1.1527  0.1856
C  2.0059  0.0753  2.5226  0.0389
C  3.1979  -0.2346  3.2207  0.0081
C  4.3276  -0.5809  2.5393  -0.0002
C  4.3530  -0.5695  1.1252  0.0054
C  5.5105  -0.9109  0.3852  0.0010
H  6.4019  -1.1305  -1.5328  0.0001
H  4.3986  -0.3534  -2.7579  0.0000
H  2.3609  0.2902  -1.5147  0.0151
H  1.1192  0.3174  3.0986  0.0076
H  3.1958  -0.2180  4.3037  0.0011
H  5.2231  -0.8700  3.0769  0.0002
H  6.4066  -1.1972  0.9235  0.0003

- frontier orbital gap (alpha / beta) (eV) = 6.21 / 6.22
- HOMO (alpha / beta) (eV) = -10.145 / -10.157
- 2S+1 = 3
- total charge = +1


# 2
The following is a DFT calculation (the ωB97M-V functional and the def2-TZVPD basis) of a single C3H4OS2 molecule in a non-equilibrium geometry.

Each line ends with the Mulliken charge.
Positions of all 10 atoms, in Å:
C  0.5831  2.0080  -1.0354  -1.3524
C  -0.4165  0.9955  -0.4381  0.6217
C  0.1266  -0.2755  0.1768  0.2862
H  0.0497  2.8465  -1.4183  0.3400
H  1.0895  1.5497  -1.8309  0.3880
H  1.2533  2.3476  -0.3175  0.4015
H  -0.3704  -2.3357  1.0389  0.1478
O  -1.5706  1.1353  -0.4728  -0.4712
S  -1.1548  -1.2665  0.7604  -0.1349
S  1.7038  -0.5997  0.1203  -0.2266

- frontier orbital gap (eV) = 7.85
- HOMO (eV) = -9.007
- SMILES = CC(=O)C(=S)S
- 2S+1 = 1
- relative energy (zero: lowest compared OMol25 entry of this formula, charge and spin) (kcal per mole) = 21.84
- total charge = 0


# 3
The following is a DFT calculation (the ωB97M-V functional and the def2-TZVPD basis) of a single C3H5N3 molecule.

Each line ends with the Mulliken charge.
Positions of all 11 atoms, in Å:
N  -2.0445  -0.1482  -0.7882  -0.5217
C  -0.8128  -0.2962  -0.2062  0.1698
C  0.1339  -1.0174  0.3217  -0.3721
N  2.3401  0.2948  -0.0903  -0.4212
N  1.4211  1.1275  -0.0498  -0.1570
C  0.2275  0.4590  0.5035  -0.1438
H  -2.5290  0.6650  -0.4267  0.2711
H  -2.6101  -0.9784  -0.6620  0.2712
H  0.7609  -1.8889  0.3816  0.3929
H  3.1904  0.7916  -0.3864  0.2376
H  -0.0693  1.0278  1.3954  0.2732

- frontier orbital gap (eV) = 9.24
- HOMO (eV) = -8.356
- SMILES = [H]/N=N/[C@@H]1C=C1N
- 2S+1 = 1
- relative energy (zero: lowest compared OMol25 entry of this formula, charge and spin) (kcal per mole) = 96.49
- total charge = 0


Results for E: -2205.85363; -988.29740; -281.43628 (in Eh, following the order of the records).